A structure of composition C45H68BrCa2F5N7O18S2 at a distorted geometry. Source: the OMol25 dataset; level of theory: ωB97M-V/def2-TZVPD.

## Properties
* strongest force on any atom: 8.768 eV/Å
* frontier orbital gap: 1.11 eV
* total charge: +1

Each line ends with the Löwdin charge.
Atoms and positions in Å:
C1 2.06 1.43 -6.17  -0.1224
C2 0.87 2.25 -5.33  -0.2229
C3 -0.49 1.32 -5.10  -0.2105
C4 -0.28 0.11 -4.01  -0.2047
C5 -0.78 0.45 -2.49  -0.1982
C6 -0.83 2.04 -2.11  -0.1142
C7 -0.31 2.15 -0.53  0.0349
C8 -1.25 2.64 0.73  -0.0099
C9 -2.85 3.05 0.52  -0.0981
C10 -3.75 1.75 0.96  -0.6342
O1 -3.15 0.53 0.79  -0.1794
Br1 -5.59 1.79 1.74  0.6559
C11 -0.57 2.74 2.25  0.0337
C12 -1.60 3.28 3.45  -0.2412
O2 -1.88 4.59 3.43  0.0229
N1 -2.22 2.39 4.52  0.1352
C13 -2.12 0.92 4.18  -0.3410
O3 -3.29 0.28 3.95  -0.1545
F1 -0.83 0.15 4.06  -0.2473
C14 1.01 2.31 2.56  -0.1320
S1 1.79 2.40 4.26  0.7454
C15 2.73 4.07 4.33  -0.1227
O4 0.79 2.45 5.44  -0.4381
O5 2.76 1.19 4.57  -0.3984
C16 1.91 1.81 1.28  0.0534
C17 1.25 1.75 -0.22  0.0799
C18 2.48 1.27 -1.19  -0.1845
O6 2.53 0.81 -2.44  0.0004
N2 3.74 1.37 -0.36  0.0120
C19 4.98 0.68 -0.88  -0.1385
C20 5.06 -0.93 -0.55  -0.1747
C21 4.12 -1.88 -1.50  -0.2168
C22 4.60 -1.96 -3.08  -0.2016
C23 3.97 -3.29 -3.87  -0.2067
C24 2.33 -3.29 -3.90  -0.2017
C25 1.65 -4.40 -2.86  -0.2067
C26 0.03 -4.03 -2.65  -0.2120
C27 -0.69 -5.05 -1.56  -0.1596
C28 -1.92 -4.29 -0.72  -0.2025
O7 -2.72 -3.41 -1.63  -0.2687
C29 -3.33 -2.42 -0.68  -0.1730
C30 3.46 1.32 1.13  -0.1991
O8 4.39 0.97 2.02  0.0004
H1 2.84 2.15 -6.67  0.0910
H2 1.61 0.62 -6.90  0.0706
H3 2.66 0.84 -5.32  0.0665
H4 0.55 3.25 -5.91  0.1178
H5 1.37 2.60 -4.34  0.0661
H6 -1.45 1.94 -4.87  0.0799
H7 -0.68 0.79 -6.15  0.1126
H8 -0.96 -0.80 -4.39  0.1007
H9 0.83 -0.31 -4.08  0.0979
H10 -0.11 -0.19 -1.75  0.1117
H11 -1.88 0.03 -2.34  0.0445
H12 -1.93 2.43 -2.25  0.1055
H13 -0.09 2.72 -2.72  0.1128
H14 -3.12 4.00 1.19  0.1398
H15 -3.07 3.31 -0.60  0.1252
H16 -1.83 2.62 5.46  0.1483
H17 1.90 4.90 4.55  0.1096
H18 3.23 4.34 3.31  0.0970
H19 3.47 4.13 5.24  0.0683
H20 5.12 0.79 -2.06  0.1541
H21 5.92 1.21 -0.40  0.1441
H22 4.82 -1.16 0.57  0.1070
H23 6.19 -1.26 -0.76  0.1327
H24 4.22 -2.99 -1.07  0.1149
H25 2.98 -1.61 -1.50  0.0933
H26 5.76 -2.00 -3.24  0.1160
H27 4.22 -1.01 -3.69  0.1123
H28 4.42 -4.30 -3.43  0.1160
H29 4.34 -3.27 -5.00  0.1180
H30 1.97 -2.21 -3.53  0.0908
H31 1.87 -3.52 -4.97  0.1247
H32 2.15 -4.33 -1.79  0.0991
H33 1.72 -5.51 -3.27  0.1242
H34 -0.55 -4.19 -3.68  0.1257
H35 -0.13 -2.93 -2.26  0.1015
H36 -1.11 -6.03 -2.10  0.1276
H37 0.12 -5.34 -0.74  0.1194
H38 -1.51 -3.67 0.20  0.1242
H39 -2.70 -5.08 -0.29  0.1245
H40 -3.72 -2.94 0.30  0.1306
H41 -4.21 -1.82 -1.17  -0.1341
H42 -2.45 -1.69 -0.39  0.1129
C31 -4.92 -8.54 1.05  -0.0964
C32 -5.25 -7.13 1.51  -0.3229
O9 -4.84 -6.19 0.52  -0.1142
H43 -3.84 -8.64 0.88  0.0763
H44 -5.22 -9.27 1.80  0.0720
H45 -5.41 -8.77 0.11  0.0799
H46 -4.74 -6.89 2.44  0.0907
H47 -6.33 -7.02 1.67  0.1095
H48 -5.31 -6.41 -0.30  0.0900
C33 -1.45 6.66 -4.30  -0.0026
C34 -2.11 5.31 -4.34  -0.5205
O10 -1.49 4.29 -4.63  0.0155
N3 -3.44 5.25 -4.05  -0.0100
C35 -4.32 6.33 -3.69  -0.0857
H49 -0.39 6.57 -4.56  0.0801
H50 -1.92 7.33 -5.03  0.0887
H51 -1.52 7.08 -3.30  0.0896
H52 -3.81 4.31 -4.09  0.1251
H53 -4.74 6.11 -2.70  0.0742
H54 -5.13 6.36 -4.42  0.0819
H55 -3.82 7.29 -3.67  0.0816
Ca1 -1.74 -1.48 4.93  1.6083
N4 4.58 0.04 -7.93  -0.6050
O11 5.01 0.96 -8.65  0.0887
O12 3.61 -0.63 -8.31  0.0606
O13 5.13 -0.21 -6.84  0.0642
C36 -5.55 -6.03 5.25  -0.7261
O14 -4.44 -6.11 4.76  -0.0057
N5 -6.44 -5.08 4.91  0.1529
N6 -5.99 -6.90 6.19  0.1618
H56 -7.36 -5.00 5.30  0.1037
H57 -6.15 -4.41 4.20  0.1061
H58 -5.35 -7.63 6.47  0.1181
H59 -6.90 -6.85 6.61  0.1057
C37 2.93 5.72 -1.03  -0.5601
F2 2.76 6.98 -0.52  0.0930
F3 4.24 5.64 -1.42  0.0795
F4 2.80 4.86 0.03  0.0632
S2 1.74 5.34 -2.42  0.4985
O15 2.01 6.34 -3.46  -0.3132
O16 0.40 5.46 -1.83  -0.3506
O17 2.05 3.96 -2.84  -0.3486
Ca2 -4.92 -0.81 -2.40  1.2969
O18 6.08 7.52 -1.69  0.0112
H60 6.27 6.76 -1.18  -0.0444
C38 -2.64 -11.36 2.72  -0.0774
C39 -3.37 -11.64 1.47  -0.2804
N7 -3.95 -11.86 0.48  0.1338
H61 -1.73 -10.79 2.53  0.0818
H62 -3.25 -10.78 3.42  0.0752
H63 -2.35 -12.28 3.23  0.0832
F5 4.42 5.87 6.58  0.0585
C40 3.95 5.45 7.76  -0.2891
C41 3.74 4.10 7.98  -0.0249
C42 3.25 3.67 9.22  -0.0788
C43 2.97 4.60 10.22  -0.0960
C44 3.18 5.96 9.98  -0.0778
C45 3.68 6.39 8.75  -0.0110
H64 3.96 3.39 7.19  0.1049
H65 3.10 2.61 9.40  0.1045
H66 2.59 4.27 11.18  0.1014
H67 2.96 6.69 10.76  0.1080
H68 3.85 7.44 8.56  0.1193

***

A cluster of 17 separate species, C45H76ClN18O7P2 in total at a distorted geometry. Source: the OMol25 dataset; level of theory: ωB97M-V/def2-TZVPD.

## Properties
* strongest force on any atom: 3.148 eV/Å
* frontier orbital gap: 9.17 eV
* total charge: +1

Each line ends with the Löwdin charge.
Atoms and positions in Å:
C1 -0.43 3.22 4.82  -0.0587
C2 -1.61 2.47 4.14  -0.1455
C3 -1.33 2.17 2.64  -0.4810
O1 -1.24 3.05 1.87  0.1634
O2 -1.21 0.83 2.36  -0.0221
C4 -0.19 0.45 1.41  -0.1436
C5 0.47 -0.89 1.88  -0.1067
C6 1.64 -0.66 2.92  -0.4683
P1 3.06 0.35 2.12  0.9748
C7 3.09 0.04 0.30  -0.2469
O3 2.63 1.95 2.46  -0.3159
C8 2.28 -2.06 3.23  -0.1789
N1 1.98 -2.61 4.57  -0.1085
P2 3.20 -2.31 5.71  0.4711
O4 3.14 -3.14 6.93  -0.2543
O5 4.61 -2.67 4.97  -0.1158
O6 3.33 -0.74 6.17  -0.1320
C9 0.63 -2.22 5.02  -0.2387
C10 0.13 -3.00 6.28  -0.1568
C11 -1.30 -3.59 6.12  -0.2286
C12 -2.45 -2.56 6.33  -0.5563
Cl1 -2.21 -1.44 7.71  0.5821
C13 0.44 -0.68 5.15  -0.2731
O7 -0.89 -0.29 5.12  -0.0144
N2 1.20 0.11 4.11  0.1451
H1 -0.78 3.72 5.73  0.0870
H2 0.41 2.52 5.02  0.0535
H3 -0.08 4.00 4.13  0.0889
H4 -2.49 3.17 4.21  0.0959
H5 -1.93 1.57 4.68  0.0874
H6 0.56 1.22 1.19  0.1064
H7 -0.70 0.24 0.45  0.1421
H8 0.93 -1.38 1.00  0.0900
H9 -0.31 -1.57 2.26  0.1275
H10 4.13 0.23 -0.02  0.0474
H11 2.49 0.78 -0.28  0.0600
H12 2.86 -1.02 0.07  -0.0103
H13 3.42 2.50 2.48  0.0529
H14 1.87 -2.78 2.50  0.1178
H15 3.36 -2.01 3.00  0.0914
H16 5.19 -2.99 5.68  0.0916
H17 2.94 -0.64 7.05  0.0884
H18 -0.06 -2.53 4.20  0.1523
H19 0.80 -3.88 6.36  0.1140
H20 0.24 -2.42 7.22  0.0940
H21 -1.43 -4.05 5.13  0.1190
H22 -1.37 -4.41 6.86  0.1172
H23 -2.59 -2.03 5.37  0.0677
H24 -3.39 -3.11 6.51  0.0762
H25 0.84 -0.40 6.15  0.1583
H26 -0.94 0.50 5.67  0.0875
H27 0.61 0.91 3.85  0.1304
H28 2.05 0.53 4.54  0.1457
C14 4.26 -3.64 -2.07  -0.0738
C15 3.31 -3.34 -0.97  -0.2229
N3 2.62 -3.09 -0.11  0.1398
H29 3.74 -3.75 -3.02  0.0089
H30 4.99 -2.84 -2.15  0.0883
H31 4.77 -4.57 -1.83  0.0466
C16 1.85 -3.71 -5.94  -0.0657
C17 3.14 -3.39 -5.33  -0.2504
N4 4.14 -3.14 -4.86  0.1290
H32 1.49 -4.69 -5.59  0.0186
H33 1.12 -2.95 -5.67  0.0628
H34 1.95 -3.74 -7.02  0.0420
C18 2.29 -6.73 -2.99  -0.0899
C19 1.41 -6.65 -4.16  -0.2681
N5 0.74 -6.59 -5.07  0.1339
H35 2.99 -7.55 -3.10  0.0378
H36 2.84 -5.80 -2.87  0.0409
H37 1.69 -6.90 -2.10  0.0693
C20 7.32 -6.24 -2.66  -0.0600
C21 6.02 -6.86 -2.38  -0.2620
N6 5.01 -7.33 -2.16  0.1604
H38 7.65 -5.68 -1.79  0.0256
H39 8.05 -7.02 -2.90  0.0857
H40 7.23 -5.57 -3.51  0.0881
C22 6.60 -6.32 1.88  -0.0444
C23 6.86 -5.36 0.80  -0.2512
N7 7.05 -4.62 -0.03  0.1462
H41 6.69 -7.34 1.50  0.0864
H42 7.32 -6.18 2.68  0.0840
H43 5.60 -6.18 2.27  0.0833
C24 -5.56 5.36 4.82  -0.0883
C25 -4.80 4.24 5.41  -0.2548
N8 -4.21 3.43 5.92  0.1338
H44 -6.05 5.03 3.90  0.0610
H45 -6.31 5.71 5.52  0.0835
H46 -4.88 6.17 4.59  0.0417
C26 -4.20 9.81 3.93  -0.0657
C27 -5.23 8.76 4.06  -0.2221
N9 -6.04 7.98 4.17  0.1401
H47 -3.61 9.86 4.85  0.0775
H48 -3.54 9.58 3.11  0.0248
H49 -4.68 10.77 3.76  0.0912
C28 3.41 0.28 -7.18  -0.0591
C29 2.04 -0.20 -6.92  -0.2754
N10 1.00 -0.59 -6.70  0.1408
H50 3.78 0.83 -6.32  0.0795
H51 4.06 -0.57 -7.38  0.0799
H52 3.41 0.93 -8.05  0.0792
C30 -0.45 10.67 1.24  -0.0595
C31 -1.00 10.04 2.46  -0.2534
N11 -1.43 9.56 3.38  0.1377
H53 -1.27 10.97 0.59  0.0387
H54 0.15 11.54 1.51  0.0855
H55 0.18 9.96 0.71  0.0871
C32 -1.26 -9.92 -3.15  -0.0773
C33 0.03 -9.63 -2.51  -0.2624
N12 1.02 -9.41 -2.02  0.1446
H56 -1.63 -10.89 -2.82  0.0496
H57 -1.99 -9.15 -2.87  0.0850
H58 -1.15 -9.92 -4.23  0.0741
C34 -4.03 -10.92 -6.12  -0.0553
C35 -3.79 -11.49 -4.78  -0.2754
N13 -3.60 -11.93 -3.76  0.1437
H59 -4.37 -11.70 -6.80  0.0835
H60 -4.80 -10.15 -6.05  0.0832
H61 -3.12 -10.48 -6.50  0.0772
C36 -2.52 7.65 -0.25  -0.0725
C37 -2.79 9.08 -0.48  -0.2979
N14 -3.02 10.18 -0.67  0.1435
H62 -2.51 7.12 -1.20  0.0612
H63 -1.56 7.53 0.24  0.0776
H64 -3.30 7.24 0.38  0.0494
C38 -4.06 8.28 -4.41  -0.0701
C39 -2.67 8.26 -3.94  -0.2897
N15 -1.60 8.24 -3.57  0.1297
H65 -4.57 9.15 -4.02  0.0797
H66 -4.08 8.31 -5.50  0.0522
H67 -4.58 7.38 -4.07  0.0761
C40 1.07 -7.48 -9.07  -0.0598
C41 1.28 -6.02 -9.03  -0.2657
N16 1.44 -4.91 -9.00  0.1418
H68 1.30 -7.90 -8.09  0.0727
H69 0.03 -7.69 -9.31  0.0806
H70 1.72 -7.93 -9.82  0.0810
C42 -6.77 6.63 1.31  -0.0559
C43 -6.05 6.70 0.04  -0.2640
N17 -5.50 6.76 -0.94  0.1512
H71 -7.80 6.34 1.14  0.0899
H72 -6.29 5.91 1.97  0.0522
H73 -6.75 7.61 1.79  0.0568
C44 -3.70 11.82 -7.16  -0.0575
C45 -4.72 10.77 -7.01  -0.2795
N18 -5.51 9.97 -6.90  0.1382
H74 -3.07 11.86 -6.27  0.0808
H75 -3.07 11.60 -8.03  0.0819
H76 -4.17 12.79 -7.30  0.0821

***

A structure of composition C45H80Br21Cl8O9P at a distorted geometry. Source: the OMol25 dataset; level of theory: ωB97M-V/def2-TZVPD.

## Properties
* strongest force on any atom: 3.630 eV/Å
* frontier orbital gap: 2.98 eV

Each line ends with the Löwdin charge.
Atoms and positions in Å:
C1 5.85 1.34 1.46  -0.0893
C2 5.03 0.12 1.01  -0.2862
C3 3.70 0.49 0.43  -0.2600
C4 2.88 -0.80 0.21  -0.2431
P1 1.11 -0.62 -0.33  1.0218
C5 0.29 0.39 0.87  -0.2808
C6 -0.17 -0.39 2.08  -0.2459
C7 -1.11 0.42 3.00  -0.2627
C8 -1.46 -0.31 4.31  -0.1041
C9 1.28 0.09 -1.99  -0.2332
C10 1.17 1.70 -1.89  -0.2158
C11 1.35 2.49 -3.18  -0.2594
C12 2.73 2.28 -3.78  -0.1146
C13 0.52 -2.35 -0.46  -0.2460
C14 1.13 -3.43 -1.41  -0.1992
C15 0.82 -3.19 -2.91  -0.2810
C16 1.30 -4.33 -3.77  -0.1141
H1 5.27 2.04 2.07  0.0733
H2 6.14 1.82 0.53  0.0754
H3 6.72 0.99 2.02  0.0751
H4 4.89 -0.59 1.83  0.1084
H5 5.65 -0.48 0.34  0.1157
H6 3.82 1.07 -0.49  0.1052
H7 3.24 1.26 1.04  0.1070
H8 2.83 -1.38 1.13  0.0964
H9 3.37 -1.44 -0.53  0.0994
H10 -0.56 0.93 0.44  0.1142
H11 1.01 1.17 1.11  0.0999
H12 0.71 -0.55 2.71  0.1198
H13 -0.79 -1.26 1.87  0.1161
H14 -2.07 0.66 2.55  0.1152
H15 -0.71 1.40 3.28  0.1086
H16 -2.16 0.25 4.93  0.0777
H17 -0.56 -0.39 4.92  0.0674
H18 -1.76 -1.35 4.13  0.0761
H19 0.48 -0.30 -2.62  0.0969
H20 2.28 -0.20 -2.29  0.0838
H21 1.89 2.08 -1.17  0.0929
H22 0.18 1.86 -1.46  0.0966
H23 1.22 3.57 -3.09  0.1106
H24 0.58 2.27 -3.92  0.1153
H25 3.58 2.59 -3.17  0.0770
H26 2.85 2.79 -4.74  0.0753
H27 2.78 1.23 -4.04  0.0633
H28 -0.57 -2.30 -0.44  0.1092
H29 0.80 -2.67 0.54  0.0826
H30 0.74 -4.39 -1.08  0.1190
H31 2.21 -3.53 -1.44  0.1042
H32 1.12 -2.22 -3.31  0.0849
H33 -0.27 -3.14 -2.99  0.1151
H34 0.85 -5.29 -3.52  0.0805
H35 2.38 -4.42 -3.74  0.0749
H36 1.00 -4.20 -4.81  0.0770
C17 -8.29 -0.10 -2.23  -0.1511
C18 -6.94 -0.46 -1.52  -0.5726
O1 -5.79 -0.27 -2.29  -0.4788
H37 -8.21 0.84 -2.77  0.0440
H38 -9.08 0.14 -1.52  0.0288
H39 -8.66 -0.96 -2.79  0.0410
H40 -7.02 -1.51 -1.23  0.0505
H41 -6.92 0.12 -0.59  0.0464
O2 3.31 14.04 -10.07  0.0997
C19 4.01 13.13 -9.65  -0.5052
O3 4.20 12.92 -8.36  0.0434
C20 4.98 11.79 -8.10  -0.1818
C21 4.85 10.95 -9.37  -0.1282
C22 4.74 12.09 -10.43  -0.0609
H42 4.51 11.29 -7.25  0.1287
H43 6.03 12.00 -7.91  0.1275
H44 4.00 10.27 -9.30  0.1150
H45 5.76 10.35 -9.44  0.1074
H46 4.17 11.88 -11.34  0.1248
H47 5.71 12.47 -10.77  0.1296
O4 -4.86 6.77 8.15  0.0872
C23 -3.97 7.27 8.84  -0.4315
O5 -3.14 8.24 8.32  0.0245
C24 -2.25 8.62 9.36  -0.1695
C25 -2.18 7.47 10.41  -0.1370
C26 -3.56 6.81 10.23  -0.0815
H48 -2.53 9.61 9.73  0.1222
H49 -1.24 8.77 8.98  0.1168
H50 -1.93 7.77 11.43  0.1093
H51 -1.40 6.73 10.21  0.1086
H52 -4.34 7.17 10.92  0.1259
H53 -3.60 5.73 10.37  0.1250
O6 0.39 -6.33 7.23  0.1172
C27 0.08 -6.99 8.17  -0.5360
O7 0.93 -7.60 8.97  0.0430
C28 0.31 -8.55 9.86  -0.1432
C29 -1.15 -8.41 9.51  -0.1727
C30 -1.34 -7.18 8.65  -0.0615
H54 0.42 -8.25 10.90  0.1236
H55 0.70 -9.55 9.72  0.1276
H56 -1.80 -8.46 10.38  0.1165
H57 -1.38 -9.29 8.92  0.1159
H58 -1.54 -6.28 9.23  0.1362
H59 -1.89 -7.32 7.71  0.1335
O8 -12.69 2.45 6.99  0.1239
C31 -12.03 3.11 6.25  -0.5330
O9 -11.30 2.56 5.30  0.0415
C32 -10.61 3.52 4.51  -0.1135
C33 -11.29 4.90 4.92  -0.1482
C34 -11.95 4.61 6.24  -0.0952
H60 -10.76 3.32 3.45  0.1249
H61 -9.55 3.58 4.79  0.1215
H62 -12.02 5.23 4.18  0.1093
H63 -10.57 5.71 5.00  0.1077
H64 -12.87 5.14 6.47  0.1308
H65 -11.27 4.88 7.04  0.1301
C35 9.61 4.39 -6.43  -1.0391
Cl1 9.56 5.98 -5.66  0.5047
Cl2 9.37 3.02 -5.32  0.4847
H66 8.94 4.31 -7.28  0.0313
H67 10.61 4.23 -6.83  0.0184
C36 6.70 -7.02 4.71  -0.9974
Cl3 7.56 -5.76 5.63  0.4819
Cl4 6.56 -6.55 2.98  0.4624
H68 7.09 -8.03 4.88  0.0377
H69 5.70 -6.99 5.13  0.0153
C37 13.24 -1.65 7.71  -1.0433
Cl5 13.00 -2.13 9.41  0.4974
Cl6 14.51 -0.46 7.37  0.4985
H70 13.43 -2.56 7.14  0.0212
H71 12.29 -1.36 7.27  0.0262
C38 -5.47 -3.41 -8.17  -0.9836
Cl7 -5.90 -3.25 -9.90  0.4670
Cl8 -6.17 -4.92 -7.50  0.4658
H72 -4.40 -3.64 -8.20  0.0071
H73 -5.71 -2.52 -7.58  0.0424
C39 1.81 -14.98 -6.71  -1.5338
Br1 0.32 -15.69 -7.79  0.5229
Br2 3.03 -13.86 -7.78  0.5263
Br3 2.73 -16.49 -5.80  0.5169
H74 1.32 -14.29 -6.04  -0.0321
C40 8.04 -4.43 -7.09  -1.4867
Br4 7.81 -5.64 -5.54  0.5239
Br5 6.32 -3.63 -7.52  0.5115
Br6 8.61 -5.38 -8.81  0.4720
H75 8.78 -3.66 -6.89  -0.0213
C41 3.93 8.83 1.62  -1.4770
Br7 3.05 9.61 0.02  0.5111
Br8 5.70 8.10 1.00  0.4783
Br9 2.81 7.42 2.47  0.5108
H76 4.14 9.65 2.31  -0.0237
C42 2.64 -5.01 -13.30  -1.5389
Br10 4.05 -4.09 -14.35  0.5136
Br11 3.13 -6.83 -12.77  0.5522
Br12 0.94 -4.96 -14.34  0.5049
H77 2.43 -4.36 -12.46  -0.0318
C43 -9.99 -5.00 7.77  -1.5478
Br13 -8.83 -4.35 9.24  0.5082
Br14 -10.28 -6.93 7.92  0.5271
Br15 -9.13 -4.63 6.05  0.5308
H78 -10.97 -4.54 7.83  -0.0183
C44 -5.90 -11.92 -7.05  -1.4881
Br16 -6.72 -13.67 -7.44  0.5210
Br17 -5.05 -11.23 -8.75  0.4799
Br18 -4.56 -11.95 -5.58  0.5146
H79 -6.73 -11.26 -6.83  -0.0278
C45 -5.36 6.80 -1.59  -1.4426
Br19 -4.62 6.82 0.28  0.4749
Br20 -4.20 7.90 -2.83  0.4758
Br21 -7.12 7.71 -1.47  0.5021
H80 -5.42 5.75 -1.84  -0.0115